The following is a quantum chemistry calculation of a structure of composition C54H42CoF3O2P3 in a non-equilibrium geometry, from the Open Molecules 2025 dataset.

Geometry as ORCA input:
```
! wB97M-V def2-TZVPD RIJCOSX def2/J DEFGRID3
* xyz 0 2
Co 0.040 -0.842 0.473
O -0.494 -4.704 1.289
C -1.192 -3.729 1.095
O -0.914 -2.699 0.356
C -2.547 -3.578 1.722
C -3.154 -4.631 2.389
C -4.411 -4.457 2.942
C -5.042 -3.224 2.850
C -4.426 -2.162 2.206
C -3.172 -2.333 1.623
P -2.332 -1.013 0.669
C -3.115 -1.149 -0.978
C -4.504 -1.097 -1.094
C -5.098 -1.149 -2.344
C -4.315 -1.263 -3.486
C -2.936 -1.330 -3.373
C -2.335 -1.269 -2.123
C -3.154 0.500 1.344
C -3.067 0.697 2.724
C -3.457 1.895 3.300
C -3.922 2.927 2.495
C -3.990 2.753 1.120
C -3.598 1.552 0.546
H -2.624 -5.571 2.456
H -4.897 -5.277 3.455
H -6.022 -3.082 3.289
H -4.922 -1.201 2.174
H -5.124 -1.013 -0.211
H -6.176 -1.104 -2.433
H -4.782 -1.294 -4.462
H -2.321 -1.425 -4.259
H -1.257 -1.320 -2.029
H -2.695 -0.111 3.347
H -3.390 2.027 4.372
H -4.229 3.865 2.940
H -4.342 3.561 0.491
H -3.644 1.430 -0.530
C 0.337 1.030 1.974
C -0.213 1.591 0.642
P 1.128 2.678 -0.119
C 0.288 4.300 0.139
C 0.351 4.801 1.442
C -0.227 6.018 1.765
C -0.872 6.757 0.783
C -0.921 6.279 -0.518
C -0.339 5.061 -0.843
C 0.885 2.423 -1.912
C 2.003 2.429 -2.738
C 1.867 2.236 -4.104
C 0.609 2.037 -4.650
C -0.514 2.039 -3.834
C -0.378 2.229 -2.469
P 1.958 0.233 1.471
C 3.125 0.892 2.729
C 2.770 1.142 4.052
C 3.691 1.695 4.927
C 4.973 2.001 4.491
C 5.337 1.742 3.179
C 4.414 1.195 2.300
C 1.715 -1.496 2.074
C 2.449 -2.478 1.398
C 2.527 -3.769 1.891
C 1.881 -4.103 3.070
C 1.152 -3.142 3.755
C 1.074 -1.848 3.269
H -0.368 0.333 2.451
H 0.496 1.842 2.687
H -1.125 2.171 0.761
H -0.403 0.709 -0.040
H 0.871 4.226 2.202
H -0.164 6.402 2.775
H -1.328 7.707 1.030
H -1.412 6.863 -1.287
H -0.368 4.706 -1.864
H 2.982 2.581 -2.297
H 2.741 2.219 -4.743
H 0.504 1.880 -5.717
H -1.501 1.895 -4.258
H -1.258 2.233 -1.835
H 1.774 0.904 4.407
H 3.402 1.892 5.952
H 5.683 2.443 5.178
H 6.338 1.976 2.838
H 4.684 1.009 1.267
H 2.958 -2.214 0.478
H 3.081 -4.522 1.347
H 1.923 -5.117 3.442
H 0.644 -3.398 4.677
H 0.540 -1.105 3.851
F 6.306 -3.487 -5.845
C 5.030 -3.384 -6.258
F 5.039 -2.582 -7.350
F 4.654 -4.606 -6.694
C 4.115 -2.869 -5.193
C 4.619 -2.372 -3.999
C 3.744 -1.921 -3.027
C 2.360 -1.962 -3.233
C 1.871 -2.454 -4.447
C 2.744 -2.904 -5.419
C 1.493 -1.508 -2.197
C 0.846 -1.084 -1.260
H 5.686 -2.347 -3.829
H 4.118 -1.530 -2.090
H 0.803 -2.483 -4.614
H 2.369 -3.294 -6.357
*
```

Output
Gap between HOMO and LUMO (spin up / spin down), eV: 5.948 / 7.610
LUMO (spin up / spin down), eV: -1.9 / -0.2
HOMO level (spin up / spin down), eV: -7.9 / -7.8
⟨S²⟩: 0.94


The following is a quantum chemistry calculation of a cluster of 2 separate species, C2H6O3 in total in a non-equilibrium geometry, from the Open Molecules 2025 dataset.

Geometry as ORCA input:
```
! wB97M-V def2-TZVPD RIJCOSX def2/J DEFGRID3
* xyz 0 1
O -1.799 -1.645 0.319
C -1.129 -0.668 0.187
O -1.095 0.018 -1.005
C -0.319 0.122 1.175
H -1.590 -0.530 -1.634
H 0.701 0.223 0.797
H -0.820 1.084 1.269
H -0.296 -0.329 2.162
H 1.485 0.626 -1.548
H 2.891 0.560 -1.000
O 1.970 0.539 -0.722
*
```

Output
Gap between HOMO and LUMO, eV: 11.031
LUMO, eV: 0.6
HOMO level, eV: -10.5
Structure (SMILES): CC(=O)O.O


The following is a quantum chemistry calculation of a structure of composition C29H36Cl2N4O2P2Sn in a non-equilibrium geometry, from the Open Molecules 2025 dataset.

Geometry as ORCA input:
```
! wB97M-V def2-TZVPD RIJCOSX def2/J DEFGRID3
* xyz 0 1
Sn -0.081 -1.629 -2.281
C -2.133 -1.070 -3.541
C -2.594 -0.058 -2.719
C -3.414 -0.122 -1.499
C -3.282 -1.485 -0.807
C -1.848 -1.998 -0.794
C -1.572 -3.223 -1.419
C -1.815 -3.548 -2.879
C -2.659 -2.500 -3.618
C 2.019 -2.089 -1.715
H -1.724 -0.745 -4.519
H -2.605 0.969 -3.078
H -4.490 0.058 -1.739
H -3.122 0.660 -0.792
H -3.795 -1.442 0.196
H -3.880 -2.225 -1.368
H -1.465 -1.863 0.211
H -1.158 -4.032 -0.792
H -2.197 -4.578 -2.939
H -0.851 -3.624 -3.445
H -2.675 -2.767 -4.694
H -3.661 -2.541 -3.185
H 2.625 -1.475 -2.395
H 2.326 -3.157 -1.700
H 2.024 -1.668 -0.699
P 0.822 -0.691 1.708
P 0.853 2.505 0.251
N 0.118 -2.414 1.992
N 0.953 -0.297 3.364
N 0.884 1.685 -1.191
N 0.661 4.097 -0.127
C -0.698 0.261 1.240
C -0.517 1.807 1.181
C 0.642 -3.517 1.310
C -0.166 -4.598 1.575
C -1.228 -4.154 2.409
C -1.054 -2.805 2.638
C 1.992 -0.867 4.120
C 1.749 -0.604 5.455
C 0.551 0.177 5.536
C 0.073 0.353 4.241
C 1.954 1.512 -2.094
C 1.457 0.929 -3.238
C 0.032 0.996 -3.167
C -0.309 1.365 -1.865
C -0.026 4.633 -1.218
C 0.191 5.985 -1.204
C 1.003 6.311 -0.060
C 1.303 5.143 0.597
H -1.526 -0.004 1.939
H -1.021 -0.029 0.215
H -1.433 2.183 0.690
H -0.488 2.237 2.194
H 1.555 -3.427 0.744
H -0.016 -5.580 1.194
H -2.025 -4.757 2.780
H -1.628 -2.089 3.215
H 2.806 -1.361 3.628
H 2.332 -0.981 6.283
H 0.058 0.534 6.434
H -0.786 0.895 3.874
H 2.960 1.787 -1.832
H 1.996 0.475 -4.050
H -0.639 0.823 -3.988
H -1.250 1.642 -1.387
H -0.546 3.972 -1.888
H -0.194 6.656 -1.932
H 1.310 7.292 0.234
H 1.917 4.920 1.465
Cl 4.305 3.535 2.409
C 4.449 2.002 1.531
Cl 4.561 0.601 2.623
C 3.283 1.641 0.684
O 3.116 0.626 0.020
O 2.342 2.665 0.737
H 5.346 2.086 0.934
*
```

Output
Gap between HOMO and LUMO (spin up / spin down), eV: 4.720 / 5.822
LUMO (spin up / spin down), eV: -0.1 / 0.1
HOMO level (spin up / spin down), eV: -4.8 / -5.7


The following is a quantum chemistry calculation of an isolated molecule of C4H10O2, from the Open Molecules 2025 dataset.

Geometry as ORCA input:
```
! wB97M-V def2-TZVPD RIJCOSX def2/J DEFGRID3
* xyz 0 1
C -0.676 2.371 -0.497
O -0.202 1.483 0.471
C 0.576 0.387 0.023
C -0.148 -0.951 0.210
C 0.646 -2.227 -0.097
O -0.554 -1.017 1.564
H -0.593 3.363 -0.049
H -0.141 2.257 -1.451
H -1.741 2.198 -0.674
H 1.446 0.399 0.681
H 0.851 0.606 -1.016
H -1.045 -0.973 -0.442
H -0.033 -3.073 0.050
H 1.476 -2.400 0.595
H 1.037 -2.294 -1.121
H -0.899 -0.131 1.753
*
```

Output
Gap between HOMO and LUMO, eV: 10.675
LUMO, eV: 1.0
HOMO level, eV: -9.7
Structure (SMILES): COC[C@@H](C)O